{
  "formula": "C32H88F4N10O16PbS4",
  "method": "the ωB97M-V functional and the def2-TZVPD basis",
  "relative_energy_kcal_mol": 89.6,
  "homo_energy_ev": -8.0,
  "total_energy_ha": -5208.019380,
  "orbital_gap_ev": 6.583,
  "e_lumo_ha": -0.0532,
  "fmax_ha_per_bohr": 0.206,
  "elements": ["Pb", "N", "S", "O", "O", "F", "S", "O", "O", "F", "N", "S", "O", "O", "F", "S", "O", "O", "F", "C", "C", "C", "O", "C", "N", "H", "H", "H", "H", "H", "H", "H", "H", "H", "H", "H", "C", "C", "C", "O", "C", "N", "H", "H", "H", "H", "H", "H", "H", "H", "H", "H", "H", "C", "C", "C", "O", "C", "N", "H", "H", "H", "H", "H", "H", "H", "H", "H", "H", "H", "C", "C", "C", "O", "C", "N", "H", "H", "H", "H", "H", "H", "H", "H", "H", "H", "H", "C", "C", "C", "O", "C", "N", "H", "H", "H", "H", "H", "H", "H", "H", "H", "H", "H", "C", "C", "C", "O", "C", "N", "H", "H", "H", "H", "H", "H", "H", "H", "H", "H", "H", "C", "C", "C", "O", "C", "N", "H", "H", "H", "H", "H", "H", "H", "H", "H", "H", "H", "C", "C", "C", "O", "C", "N", "H", "H", "H", "H", "H", "H", "H", "H", "H", "H", "H"],
  "xyz": [[2.28, 0.91, -2.73], [3.72, 3.06, -3.32], [4.07, 4.30, -4.11], [5.54, 4.47, -4.38], [3.16, 5.43, -4.09], [3.56, 3.64, -5.51], [4.37, 3.85, -1.91], [4.01, 5.24, -1.64], [5.73, 3.58, -1.45], [3.45, 3.06, -0.80], [1.16, 0.61, -0.61], [-0.53, 0.48, -0.15], [-1.21, 1.46, 0.77], [-1.11, -0.85, -0.29], [-1.08, 1.11, -1.49], [1.44, 1.03, 0.84], [1.19, 0.00, 1.94], [1.25, 2.40, 1.20], [3.05, 0.99, 0.74], [-4.76, 2.06, 0.62], [-6.21, 1.59, 0.29], [-6.63, 0.27, 0.94], [-7.93, -0.18, 0.44], [-8.39, -1.31, 1.19], [-7.02, 2.74, 0.49], [-4.54, 3.07, 0.25], [-3.97, 1.34, 0.38], [-4.67, 2.17, 1.70], [-6.30, 1.46, -0.79], [-6.67, 0.46, 2.01], [-5.93, -0.54, 0.71], [-9.30, -1.80, 0.83], [-8.45, -1.05, 2.24], [-7.65, -2.09, 1.02], [-8.03, 2.68, 0.47], [-6.78, 3.06, 1.41], [0.41, 0.11, 5.00], [1.58, 0.96, 5.57], [1.22, 1.78, 6.80], [0.70, 3.02, 6.38], [1.67, 3.84, 5.70], [2.67, 0.04, 5.65], [0.68, -0.65, 4.27], [-0.30, 0.79, 4.51], [-0.05, -0.45, 5.82], [2.00, 1.59, 4.79], [2.10, 1.89, 7.43], [0.50, 1.23, 7.42], [2.62, 3.93, 6.24], [1.39, 4.89, 5.62], [1.83, 3.56, 4.66], [2.54, -0.49, 4.80], [2.61, -0.53, 6.48], [5.48, 0.40, -6.00], [4.47, -0.13, -4.92], [5.13, -0.14, -3.49], [4.15, -0.67, -2.55], [4.72, -1.17, -1.36], [3.22, 0.60, -5.15], [5.67, 1.47, -6.00], [5.26, 0.03, -7.00], [6.46, -0.03, -5.81], [4.35, -1.18, -5.21], [5.31, 0.90, -3.24], [5.99, -0.80, -3.59], [5.61, -1.79, -1.46], [3.96, -1.82, -0.94], [4.95, -0.36, -0.67], [3.42, 1.59, -5.16], [3.15, 0.24, -6.09], [0.20, -5.99, 0.93], [-0.12, -4.43, 1.10], [0.96, -3.90, 2.05], [0.97, -4.54, 3.34], [-0.33, -4.71, 3.93], [0.05, -3.79, -0.19], [-0.47, -6.47, 0.22], [0.08, -6.58, 1.83], [1.24, -6.21, 0.66], [-1.10, -4.17, 1.50], [0.69, -2.85, 2.21], [1.98, -3.87, 1.66], [-0.96, -3.83, 4.02], [-0.19, -5.13, 4.93], [-0.89, -5.57, 3.56], [0.97, -4.03, -0.51], [0.11, -2.78, -0.15], [-0.95, 2.06, -6.26], [-0.11, 2.21, -5.02], [-0.70, 3.19, -3.98], [0.30, 3.43, -2.91], [-0.18, 4.14, -1.80], [0.26, 0.93, -4.49], [-1.22, 3.06, -6.61], [-1.84, 1.55, -5.90], [-0.43, 1.58, -7.08], [0.85, 2.67, -5.27], [-1.55, 2.65, -3.56], [-1.03, 4.13, -4.42], [-1.03, 3.58, -1.40], [-0.39, 5.17, -2.10], [0.68, 4.26, -1.14], [0.48, 0.36, -5.30], [-0.54, 0.46, -4.10], [-5.67, -3.75, 1.58], [-4.30, -3.34, 0.90], [-3.42, -2.39, 1.76], [-3.99, -1.22, 2.27], [-3.20, -0.46, 3.15], [-3.49, -4.52, 0.65], [-5.57, -4.48, 2.38], [-6.45, -4.21, 0.97], [-6.12, -2.99, 2.22], [-4.50, -2.85, -0.05], [-2.52, -2.10, 1.22], [-3.05, -2.97, 2.60], [-2.17, -0.81, 3.10], [-3.54, -0.25, 4.16], [-3.18, 0.60, 2.87], [-2.58, -4.26, 0.31], [-3.28, -5.03, 1.49], [-3.11, -0.83, -3.32], [-2.80, -2.29, -3.69], [-3.10, -2.73, -5.14], [-2.67, -4.02, -5.53], [-3.68, -5.01, -5.18], [-1.49, -2.65, -3.26], [-2.58, -0.15, -3.98], [-2.66, -0.65, -2.35], [-4.16, -0.58, -3.17], [-3.55, -2.84, -3.12], [-2.58, -2.09, -5.85], [-4.15, -2.65, -5.44], [-3.29, -6.02, -5.28], [-4.43, -4.76, -5.93], [-4.06, -4.83, -4.17], [-1.36, -3.64, -3.38], [-1.75, -2.74, -2.29], [6.65, 2.53, 5.03], [5.29, 2.04, 4.48], [4.85, 2.62, 3.22], [4.09, 3.82, 3.39], [3.60, 4.49, 2.21], [5.37, 0.62, 4.52], [6.75, 3.62, 5.03], [7.46, 2.25, 4.35], [6.84, 2.29, 6.07], [4.54, 2.33, 5.21], [4.22, 1.94, 2.65], [5.64, 2.73, 2.47], [4.41, 4.32, 1.50], [3.46, 5.56, 2.32], [2.69, 3.99, 1.88], [4.45, 0.22, 4.58], [5.99, 0.19, 5.19]],
  "mulliken_charge": [1.968, 0.035, 0.818, -0.613, -0.594, -0.382, 0.836, -0.563, -0.655, -0.150, -0.060, 1.012, -0.615, -0.340, -0.243, 0.599, -0.432, -0.708, -0.195, -1.009, 0.387, -0.010, -0.443, -0.336, -0.683, 0.419, 0.007, 0.374, 0.146, 0.207, -0.116, 0.335, 0.303, -0.105, 0.239, 0.280, -1.556, 1.964, -0.744, -0.427, -0.601, -0.619, -0.006, 0.427, 0.413, -0.914, 0.419, 0.365, 0.310, 0.377, 0.096, 0.372, 0.158, -1.497, 0.365, -1.169, -0.258, -0.758, -0.408, 0.351, 0.433, 0.417, 0.432, 0.276, 0.543, 0.375, 0.148, 0.339, -0.018, 0.374, -1.687, 1.263, -0.478, -0.445, -0.687, -0.202, 0.418, 0.353, 0.389, -0.526, 0.213, 0.265, 0.149, 0.375, 0.239, 0.341, -0.156, -1.601, 0.507, -0.792, 0.086, -0.658, 0.424, 0.462, 0.317, 0.420, -0.073, 0.302, 0.461, 0.266, 0.341, 0.035, 0.198, -0.358, -1.703, 0.533, -0.211, -0.381, -0.616, -0.710, 0.453, 0.449, 0.283, 0.144, 0.347, 0.319, 0.176, 0.374, 0.107, 0.226, 0.403, -0.254, 0.965, -0.763, -0.407, -0.625, -0.421, -0.562, -0.178, 0.599, 0.053, 0.233, 0.406, 0.246, 0.312, 0.255, 0.360, -0.224, -1.812, 1.237, -0.250, -0.384, -0.378, -0.670, 0.380, 0.396, 0.475, -0.351, -0.222, 0.499, 0.212, 0.371, 0.012, 0.214, 0.231]
}